# 1
{"formula": "C15H33B3IN3O7", "method": "ωB97M-V with the def2-TZVPD basis set", "e_homo_ev": -9.138, "charge": 0, "elements": ["I", "O", "O", "O", "O", "O", "O", "O", "N", "N", "N", "C", "C", "C", "C", "C", "C", "C", "C", "C", "C", "C", "C", "C", "C", "C", "B", "B", "B", "H", "H", "H", "H", "H", "H", "H", "H", "H", "H", "H", "H", "H", "H", "H", "H", "H", "H", "H", "H", "H", "H", "H", "H", "H", "H", "H", "H", "H", "H", "H", "H", "H"], "positions_angstrom": [[-4.766, -7.028, 1.606], [-4.403, 2.516, 2.665], [5.760, 1.590, -3.957], [0.372, -1.307, -1.752], [0.757, -2.936, 2.167], [-2.070, -7.063, 0.417], [0.003, -5.214, 1.820], [-1.289, -3.740, 3.091], [2.121, -0.391, -2.827], [7.515, 2.071, -2.647], [-6.171, 2.550, 1.291], [3.524, -0.071, -3.056], [-5.168, 4.681, 1.980], [-5.204, 3.171, 2.016], [-1.159, -1.222, 2.785], [6.463, 3.878, -3.930], [-2.811, -6.370, 0.926], [6.539, 2.426, -3.524], [-3.546, -0.455, 2.398], [-2.293, -1.024, 1.731], [-2.522, -4.903, 1.168], [-7.202, 3.151, 0.465], [-1.744, -0.046, 0.676], [2.510, -1.688, -0.780], [1.580, -1.118, -1.820], [8.521, 2.918, -2.032], [-0.509, -2.648, 2.677], [-1.234, -4.645, 2.049], [0.863, -4.163, 1.554], [-1.558, -1.144, 3.790], [-2.339, -0.032, -0.229], [5.641, 4.005, -4.628], [-2.416, -4.414, 0.202], [6.283, 4.509, -3.058], [1.439, -0.043, -3.483], [-8.184, 2.855, 0.838], [3.220, -2.377, -1.239], [1.685, -4.379, 0.725], [-5.007, 5.034, 0.961], [7.512, 1.090, -2.418], [-4.451, -0.799, 1.905], [-0.737, -0.367, 0.441], [4.159, -0.499, -2.289], [7.388, 4.185, -4.420], [-1.676, 0.924, 1.156], [8.422, 3.948, -2.356], [-4.348, 5.026, 2.602], [-2.516, -1.958, 1.227], [-6.100, 5.093, 2.369], [-6.139, 1.544, 1.357], [3.048, -0.890, -0.265], [3.825, -0.463, -4.027], [-0.405, -0.452, 2.643], [-3.609, -0.780, 3.433], [-7.097, 2.797, -0.562], [-3.486, 0.629, 2.410], [8.416, 2.876, -0.947], [-3.354, -4.406, 1.649], [-7.133, 4.234, 0.473], [1.912, -2.229, -0.055], [9.514, 2.555, -2.301], [3.651, 1.007, -3.063]], "lowdin_charge": [0.763, 0.024, 0.020, 0.017, 0.269, 0.097, 0.284, 0.301, 0.012, 0.007, 0.011, -0.082, -0.010, -0.537, -0.028, -0.009, -0.865, -0.538, -0.066, -0.388, -0.061, -0.076, -0.061, -0.001, -0.547, -0.075, -0.495, -0.558, -0.333, 0.109, 0.082, 0.083, 0.141, 0.085, 0.138, 0.083, 0.090, 0.122, 0.084, 0.140, 0.074, 0.057, 0.072, 0.085, 0.082, 0.071, 0.082, 0.111, 0.084, 0.138, 0.090, 0.085, 0.109, 0.075, 0.083, 0.041, 0.083, 0.083, 0.070, 0.043, 0.084, 0.066]}



# 2
{"formula": "C15H33BrN5O6P2", "method": "ωB97M-V with the def2-TZVPD basis set", "e_homo_ev": -11.019, "charge": 1, "elements": ["Br", "P", "P", "O", "O", "O", "O", "O", "O", "N", "N", "N", "N", "N", "C", "C", "C", "C", "C", "C", "C", "C", "C", "C", "C", "C", "C", "C", "C", "H", "H", "H", "H", "H", "H", "H", "H", "H", "H", "H", "H", "H", "H", "H", "H", "H", "H", "H", "H", "H", "H", "H", "H", "H", "H", "H", "H", "H", "H", "H", "H", "H"], "positions_angstrom": [[-3.265, -2.315, 0.319], [1.751, 0.022, -2.458], [-0.593, -2.992, 2.754], [3.204, -0.647, -2.159], [0.918, -0.428, 3.608], [-1.810, -4.099, 2.636], [0.717, 3.895, 0.633], [1.539, 1.415, -1.684], [1.710, 0.317, -3.888], [-0.493, -2.237, -0.126], [-0.111, -2.226, 1.189], [-0.231, 5.996, 2.353], [0.514, -1.127, -2.025], [1.285, -0.865, 0.137], [-1.207, -5.182, -1.822], [-0.474, 6.821, 0.076], [0.510, 6.326, 1.131], [0.929, -1.383, 1.329], [-0.070, 3.660, -0.524], [0.887, -4.105, 3.141], [1.382, 5.151, 0.657], [-0.278, -1.667, -3.130], [1.706, -0.958, 2.576], [-2.593, -1.482, -4.047], [0.246, 0.758, 3.194], [-1.624, -2.999, -0.583], [0.406, -1.426, -0.716], [-1.469, -4.553, -0.425], [-1.624, -0.944, -3.313], [-1.794, 0.020, -2.814], [-3.620, -1.214, -3.769], [-0.305, 1.149, 4.066], [3.213, -1.452, -2.707], [1.189, -3.821, 4.165], [1.740, -3.919, 2.471], [2.438, -0.175, 2.288], [2.203, 5.032, 1.370], [-0.722, 5.120, 2.183], [-1.328, 6.154, -0.042], [-1.087, 4.032, -0.375], [-1.470, -5.011, 2.647], [-0.629, -4.803, 0.247], [1.843, 5.362, -0.316], [-0.869, 7.798, 0.357], [0.943, 1.554, 2.867], [0.602, -5.171, 3.117], [0.371, 4.107, -1.419], [2.316, -1.799, 2.952], [0.241, -1.619, -4.106], [-0.391, -2.752, -2.956], [-1.907, -2.858, -1.630], [-2.380, -4.999, -0.001], [-0.132, 2.585, -0.671], [-0.235, -4.832, -2.217], [0.014, 6.927, -0.896], [-0.525, 0.558, 2.420], [-1.997, -4.924, -2.550], [-2.397, -2.190, -4.860], [1.185, 7.157, 1.358], [0.433, 5.761, 3.087], [2.388, 1.775, -1.368], [-1.195, -6.279, -1.730]], "lowdin_charge": [0.740, 0.472, 1.006, -0.110, -0.205, -0.326, -0.206, -0.104, -0.236, 0.001, -0.118, 0.040, -0.051, 0.213, -0.087, -0.069, -0.429, -0.261, -0.113, -0.212, -0.205, -0.179, -0.169, 0.015, -0.079, -0.603, -0.298, -0.247, -0.151, 0.118, 0.076, 0.105, 0.095, 0.056, 0.044, 0.146, 0.120, 0.065, 0.064, 0.080, 0.060, 0.099, 0.120, 0.079, 0.101, 0.046, 0.097, 0.127, 0.133, 0.100, 0.053, 0.098, 0.056, 0.075, 0.080, 0.094, 0.090, 0.082, 0.138, 0.071, 0.116, 0.087]}



Calculated frontier orbital gap (eV), listed in the same order as above: 9.731 7.701